Record 1
Computed, not measured: a molecular structure, C7H9BrN4O at a distorted geometry, with ωB97M-V/def2-TZVPD.

Each line ends with the Mulliken charge.
Positions of all 22 atoms, in Å:
C (1.954, -1.784, 1.331)  -0.167
C (1.715, -1.671, -1.081)  -0.129
C (-1.526, -0.185, 0.883)  0.344
C (2.524, -2.274, 0.027)  -0.596
C (-2.643, 1.637, -0.030)  -0.511
C (-1.193, 1.607, -0.555)  -0.548
C (1.111, 0.031, 0.301)  0.434
N (1.316, -0.702, 1.449)  -0.386
N (1.101, -0.575, -0.955)  -0.376
N (-2.772, 0.315, 0.552)  -0.245
N (-0.616, 0.703, 0.393)  -0.039
O (-1.311, -1.210, 1.486)  -0.652
Br (2.131, 1.663, 0.294)  -0.147
H (2.094, -2.375, 2.224)  0.438
H (1.633, -2.175, -2.038)  0.447
H (3.549, -1.890, -0.060)  0.249
H (2.565, -3.359, -0.030)  0.402
H (-2.756, 2.425, 0.727)  0.272
H (-3.378, 1.788, -0.822)  0.325
H (-1.149, 1.210, -1.578)  0.270
H (-0.709, 2.584, -0.518)  0.339
H (-3.563, 0.103, 1.141)  0.275

Results
Charge: 0
Orbital gap in eV: 8.91
Energy above the lowest of the compared OMol25 structures with the same formula, charge and spin in eV: 0.4115
LUMO in eV: 0.13

Record 2
Computed, not measured: a molecular structure, C7H9BrNReSbSe4 at a distorted geometry, with ωB97M-V/def2-TZVPD.

Each line ends with the Mulliken charge.
Positions of all 24 atoms, in Å:
Re (0.315, 0.343, -1.649)  0.932
C (-0.509, -1.546, 3.611)  -1.371
C (-0.321, -0.400, 2.653)  0.304
C (-0.236, 0.925, 3.087)  -0.181
C (-0.042, 1.982, 2.191)  -0.625
C (0.048, 1.644, 0.879)  0.637
Br (0.365, 2.854, -0.543)  -0.047
N (-0.045, 0.383, 0.400)  -0.373
C (-0.223, -0.634, 1.296)  0.097
H (-0.646, -1.188, 4.628)  0.390
H (0.364, -2.200, 3.597)  0.358
H (-1.379, -2.143, 3.337)  0.382
H (-0.317, 1.145, 4.146)  0.453
H (0.037, 3.009, 2.522)  0.457
H (-0.292, -1.632, 0.889)  0.382
Se (-3.566, -2.387, -3.599)  -0.086
Sb (-1.956, -1.571, -4.948)  1.156
Se (0.618, -1.805, -1.960)  0.049
Se (-1.169, 0.895, -3.197)  0.036
Se (-0.543, -1.337, -6.682)  -0.076
C (2.148, 0.839, -2.569)  -1.145
H (2.422, 1.800, -2.134)  0.450
H (2.037, 0.934, -3.645)  0.337
H (2.889, 0.090, -2.308)  0.486

Results
Charge: +3
Orbital gap (spin up / spin down) in eV: 5.68 / 5.68
Energy above the lowest of the compared OMol25 structures with the same formula, charge and spin in eV: 0.0000
LUMO (spin up / spin down) in eV: -13.42 / -13.42

Record 3
Computed, not measured: a molecular structure, C7H9BrO2 at a distorted geometry, with ωB97M-V/def2-TZVPD.

Each line ends with the Mulliken charge.
Positions of all 19 atoms, in Å:
C (-2.025, 0.198, 0.347)  0.525
C (-0.519, -1.603, 1.054)  -0.691
C (0.411, -0.465, 1.038)  -0.552
C (-0.745, 0.876, 0.279)  -0.359
C (0.540, 0.249, -0.217)  1.860
C (0.283, -0.409, -1.583)  -1.629
C (1.745, 1.275, -0.374)  -1.253
O (-3.180, 0.558, 0.339)  -0.604
O (-1.836, -1.086, 0.638)  -0.407
Br (-0.937, 2.550, 1.098)  -0.068
H (-0.281, -2.325, 0.366)  0.357
H (-0.724, -2.034, 1.998)  0.335
H (0.800, -0.152, 2.059)  0.293
H (-0.521, -1.096, -1.556)  0.442
H (1.203, -0.928, -2.077)  0.306
H (0.160, 0.327, -2.349)  0.435
H (2.526, 0.486, -0.481)  0.337
H (1.665, 1.676, 0.666)  0.355
H (1.436, 1.902, -1.247)  0.318

Results
Charge: 0
Orbital gap in eV: 8.87
Energy above the lowest of the compared OMol25 structures with the same formula, charge and spin in eV: 1.4288
LUMO in eV: 0.02

Record 4
Computed, not measured: a molecular structure, C7H9ClN2 at a distorted geometry, with ωB97M-V/def2-TZVPD.

Each line ends with the Mulliken charge.
Positions of all 19 atoms, in Å:
C (2.931, -0.365, 0.900)  0.146
C (1.940, -0.945, -1.203)  0.412
C (-1.776, 1.391, -0.391)  -1.567
C (-1.516, -0.999, 0.294)  -1.458
C (1.795, -0.858, 0.205)  -0.178
C (-0.813, 0.198, -0.341)  0.697
C (0.413, 0.572, 0.461)  -0.404
N (3.837, 0.035, 1.473)  -0.422
N (2.020, -0.999, -2.343)  -0.460
Cl (1.212, 2.036, -0.032)  -0.105
H (-2.032, 1.719, 0.614)  0.357
H (-1.334, 2.226, -0.927)  0.428
H (-2.689, 1.099, -0.903)  0.413
H (-2.397, -1.260, -0.286)  0.400
H (-0.873, -1.875, 0.331)  0.353
H (-1.832, -0.755, 1.305)  0.348
H (1.346, -1.731, 0.671)  0.372
H (-0.515, -0.043, -1.368)  0.210
H (0.282, 0.552, 1.540)  0.457

Results
Charge: 0
Orbital gap in eV: 10.57
Energy above the lowest of the compared OMol25 structures with the same formula, charge and spin in eV: 1.8554
LUMO in eV: 0.12

Record 5
Computed, not measured: 2 unconnected molecules or ions with the total composition C7H9ClN2 at a distorted geometry, with ωB97M-V/def2-TZVPD.

Each line ends with the Mulliken charge.
Positions of all 19 atoms, in Å:
C (-0.669, -2.113, 0.163)  -0.009
C (0.298, -1.643, -0.756)  -0.536
C (-1.010, -1.329, 1.216)  -0.608
C (0.924, -0.478, -0.545)  -0.278
C (-0.396, 0.005, 1.526)  -0.194
C (0.631, 0.466, 0.515)  0.497
C (1.152, 1.657, 0.499)  -1.183
N (-1.497, 1.056, -1.345)  -0.086
N (-0.963, 1.656, -2.181)  0.012
Cl (-0.182, 0.635, -3.601)  -0.251
H (-1.196, -3.104, -0.030)  0.280
H (0.424, -2.136, -1.773)  0.246
H (-1.993, -1.663, 1.723)  0.253
H (1.797, -0.107, -1.142)  0.209
H (-1.165, 0.764, 1.723)  0.323
H (2.037, 1.882, -0.001)  0.359
H (0.644, 2.475, 0.982)  0.295
H (-1.498, -0.009, -1.379)  0.323
H (0.052, -0.215, 2.520)  0.347

Results
Expectation value of S²: 2.03
Charge: 0
Orbital gap (spin up / spin down) in eV: 6.08 / 7.72
Energy above the lowest of the compared OMol25 structures with the same formula, charge and spin in eV: 0.0000
LUMO (spin up / spin down) in eV: 0.25 / -2.10
2S+1: 3

| no. | DFT total energy (eV) |
| --- | --- |
| 1 | -85453.8140 |
| 2 | -348958.6028 |
| 3 | -81539.3308 |
| 4 | -22905.8627 |
| 5 | -22901.1324 |